Entry 1:
{
  "formula": "C34H103N11O16",
  "method": "ωB97M-V/def2-TZVPD",
  "species": ["C", "C", "C", "O", "C", "N", "H", "H", "H", "H", "H", "H", "H", "H", "H", "H", "H", "C", "C", "C", "O", "C", "N", "H", "H", "H", "H", "H", "H", "H", "H", "H", "H", "H", "C", "C", "C", "O", "C", "N", "H", "H", "H", "H", "H", "H", "H", "H", "H", "H", "H", "C", "C", "O", "H", "H", "H", "H", "H", "H", "C", "C", "O", "H", "H", "H", "H", "H", "H", "C", "C", "O", "H", "H", "H", "H", "H", "H", "C", "C", "O", "H", "H", "H", "H", "H", "H", "C", "C", "O", "H", "H", "H", "H", "H", "H", "C", "C", "O", "H", "H", "H", "H", "H", "H", "C", "C", "O", "H", "H", "H", "H", "H", "H", "C", "C", "O", "H", "H", "H", "H", "H", "H", "C", "C", "O", "H", "H", "H", "H", "H", "H", "C", "O", "N", "N", "H", "H", "H", "H", "C", "O", "N", "N", "H", "H", "H", "H", "C", "O", "N", "N", "H", "H", "H", "H", "C", "O", "N", "N", "H", "H", "H", "H"],
  "coordinates": [[-2.0851, -3.6187, -1.2768], [-3.3532, -4.1798, -0.6398], [-4.0719, -5.2400, -1.5669], [-4.5916, -4.4611, -2.6082], [-4.8470, -5.0983, -3.8248], [-3.0537, -4.7942, 0.7030], [-2.2045, -3.2201, -2.2842], [-1.2318, -4.2896, -1.1779], [-1.7974, -2.7520, -0.6816], [-3.9769, -3.3172, -0.4055], [-4.8691, -5.7587, -1.0345], [-3.3113, -5.9054, -1.9753], [-5.0882, -4.3772, -4.6057], [-5.5399, -5.9280, -3.6853], [-3.9919, -5.6617, -4.1983], [-3.9254, -5.1898, 1.0253], [-2.8040, -4.0783, 1.3702], [-3.2374, 3.0913, -0.0386], [-2.0439, 3.9241, 0.4425], [-1.6372, 4.9461, -0.6169], [-1.5085, 4.4378, -1.9122], [-0.8575, 5.1812, -2.8909], [-2.5831, 4.5659, 1.6386], [-3.8765, 3.7993, -0.5663], [-3.6927, 2.6244, 0.8348], [-2.8989, 2.3125, -0.7220], [-1.3399, 3.1347, 0.7055], [-0.7014, 5.4237, -0.3267], [-2.4170, 5.7035, -0.6961], [-1.1220, 6.2378, -2.8513], [-0.9980, 4.7901, -3.8986], [0.1959, 5.1009, -2.6226], [-3.3529, 5.1910, 1.4467], [-1.9831, 5.3088, 1.9676], [2.3457, -1.4780, -3.6071], [1.4844, -1.7157, -4.8528], [0.0963, -2.3161, -4.5497], [-0.4431, -2.8529, -5.7258], [-1.6805, -3.5590, -5.4914], [1.3049, -0.4798, -5.5919], [1.8781, -0.8315, -2.8645], [3.1369, -0.8013, -3.9298], [2.8968, -2.3481, -3.2503], [2.0045, -2.3936, -5.5297], [-0.6535, -1.6264, -4.1623], [0.2377, -3.0754, -3.7805], [-1.4003, -4.5222, -5.0649], [-2.2924, -3.7006, -6.3822], [-2.3238, -3.0125, -4.8019], [0.5386, -0.6610, -6.2243], [0.8948, 0.2341, -5.0070], [1.4692, 4.5377, 1.3576], [1.7140, 3.7231, 0.1269], [2.6141, 4.2906, -0.7426], [0.6746, 4.1581, 1.9999], [1.0551, 5.5130, 1.1016], [2.4203, 4.6245, 1.8830], [0.8163, 3.5231, -0.4581], [2.1206, 2.7540, 0.4159], [2.8368, 3.7903, -1.5311], [0.5614, 1.3111, 4.7046], [0.2782, 1.3568, 3.1930], [-0.8973, 0.7100, 2.8661], [0.6589, 0.2794, 5.0425], [-0.2071, 1.7847, 5.3155], [1.4921, 1.7722, 5.0352], [1.0816, 0.9000, 2.6150], [0.1031, 2.3672, 2.8235], [-1.5855, 1.2895, 3.2012], [2.4666, -4.6678, 0.7207], [3.4538, -3.6830, 1.2935], [2.7241, -3.0657, 2.2879], [2.9439, -5.2099, -0.0957], [1.5954, -4.2244, 0.2385], [2.2965, -5.4132, 1.4976], [3.6112, -2.9988, 0.4597], [4.4069, -4.0555, 1.6689], [2.2163, -2.3461, 1.9058], [5.9463, 2.1832, 1.9102], [6.6281, 2.6830, 3.1467], [7.6806, 3.4549, 2.7119], [5.5505, 2.9168, 1.2079], [5.0339, 1.7540, 2.3243], [6.3461, 1.3971, 1.2696], [7.1466, 1.9211, 3.7288], [5.9531, 3.1948, 3.8326], [8.1880, 3.5694, 3.5188], [4.2028, -0.1858, 4.8155], [3.8847, -0.7986, 6.1631], [5.0305, -0.8313, 6.9280], [3.2911, -0.3039, 4.2299], [5.0696, -0.6224, 4.3194], [4.3764, 0.8714, 5.0161], [3.4077, -1.7706, 6.0373], [3.1672, -0.1861, 6.7092], [5.0664, -1.6658, 7.4012], [0.7050, 0.5583, -0.6053], [0.1834, -0.7844, -0.1997], [0.9042, -1.2911, 0.9699], [0.4785, 1.4049, 0.0429], [0.2630, 0.9371, -1.5268], [1.7845, 0.5895, -0.7525], [0.3688, -1.5027, -0.9984], [-0.9035, -0.7349, -0.1341], [0.6553, -0.7032, 1.6868], [5.4229, -0.4454, -0.7099], [5.8854, -1.4852, -1.8051], [7.0128, -2.2422, -1.2871], [4.8900, 0.4615, -0.9956], [6.3246, 0.0438, -0.3414], [4.7752, -0.9291, 0.0213], [6.1943, -1.0481, -2.7547], [5.1035, -2.2123, -2.0247], [7.6855, -2.3620, -1.9615], [0.3592, -2.8366, 6.4686], [-0.9420, -2.6660, 5.5826], [-0.5394, -3.0373, 4.2870], [1.0618, -2.0570, 6.1742], [0.9198, -3.7710, 6.4427], [0.2137, -2.6411, 7.5310], [-1.2957, -1.6397, 5.6806], [-1.6965, -3.4000, 5.8656], [-1.2936, -3.2137, 3.7199], [-4.8325, 3.2384, 4.6117], [-4.0885, 2.1658, 3.8247], [-2.7722, 2.6112, 3.5539], [-5.8603, 2.9768, 4.8630], [-4.8573, 4.2239, 4.1467], [-4.3868, 3.3141, 5.6035], [-4.7330, 2.0064, 2.9602], [-4.1055, 1.1901, 4.3104], [-2.6527, 3.3625, 2.9683], [2.7299, 3.2937, -4.3600], [3.2043, 2.9309, -3.2637], [3.3660, 4.0743, -5.1024], [1.5212, 3.0114, -4.8021], [4.2768, 4.3688, -4.7802], [2.7529, 4.4588, -5.8069], [1.0332, 2.3858, -4.1770], [1.2191, 3.1961, -5.7480], [-1.7076, 1.3660, -4.3202], [-0.5508, 1.3328, -4.2031], [-2.4270, 2.1125, -3.5238], [-2.3078, 0.7187, -5.2481], [-2.0016, 2.6018, -2.7494], [-3.4036, 1.8565, -3.5521], [-1.7181, 0.3200, -5.9647], [-3.3167, 0.7591, -5.2713], [-3.7972, -1.6880, 2.2830], [-3.1962, -2.5689, 2.8961], [-4.9491, -1.8295, 1.8216], [-3.2950, -0.5530, 2.0396], [-5.3229, -2.7507, 2.0002], [-5.5444, -1.1188, 1.4208], [-2.3729, -0.3423, 2.3936], [-3.8779, 0.1952, 1.6925], [-4.8296, -0.6693, -3.3041], [-4.8655, 0.5087, -3.5131], [-5.0465, -1.2092, -2.1372], [-4.6354, -1.6161, -4.1523], [-4.8319, -2.1476, -1.8316], [-5.1935, -0.4573, -1.4791], [-4.5034, -1.4560, -5.1407], [-4.7595, -2.5313, -3.7435]],
  "spin_multiplicity": 1,
  "e_homo_ev": -8.67,
  "total_energy_ha": -3163.22984
}



Entry 2:
{
  "formula": "C34H114ClN6O24",
  "method": "ωB97M-V/def2-TZVPD",
  "species": ["Cl", "O", "O", "O", "O", "C", "C", "O", "H", "H", "H", "H", "H", "H", "C", "C", "O", "H", "H", "H", "H", "H", "H", "C", "C", "O", "H", "H", "H", "H", "H", "H", "C", "C", "O", "H", "H", "H", "H", "H", "H", "C", "C", "O", "H", "H", "H", "H", "H", "H", "O", "H", "H", "O", "H", "H", "O", "H", "H", "O", "H", "H", "O", "H", "H", "O", "H", "H", "O", "H", "H", "O", "H", "H", "O", "H", "H", "C", "C", "C", "O", "C", "N", "H", "H", "H", "H", "H", "H", "H", "H", "H", "H", "H", "C", "C", "C", "O", "C", "N", "H", "H", "H", "H", "H", "H", "H", "H", "H", "H", "H", "C", "C", "C", "O", "C", "N", "H", "H", "H", "H", "H", "H", "H", "H", "H", "H", "H", "C", "C", "C", "O", "C", "N", "H", "H", "H", "H", "H", "H", "H", "H", "H", "H", "H", "C", "C", "C", "O", "C", "N", "H", "H", "H", "H", "H", "H", "H", "H", "H", "H", "H", "C", "C", "C", "O", "C", "N", "H", "H", "H", "H", "H", "H", "H", "H", "H", "H", "H"],
  "coordinates": [[18.8932, 16.4814, 14.7818], [18.9865, 17.8636, 14.3446], [17.5809, 15.9640, 14.4982], [19.8847, 15.7623, 14.0573], [19.1919, 16.4532, 16.1697], [21.4123, 19.8330, 12.4506], [21.9681, 18.3895, 12.6074], [21.0263, 17.4969, 12.1588], [20.3982, 19.9038, 12.7537], [21.6605, 20.2793, 11.5089], [21.9505, 20.4418, 13.2166], [22.0260, 18.2538, 13.6786], [22.9368, 18.1734, 12.1860], [20.7768, 16.9342, 12.8776], [13.3274, 15.9835, 12.5315], [12.2478, 15.1300, 13.1466], [12.8328, 13.8632, 13.5044], [13.1468, 17.0764, 12.5279], [13.5892, 15.5265, 11.5867], [14.2649, 15.9640, 13.1035], [11.5367, 14.9292, 12.3099], [11.7020, 15.6090, 14.0055], [12.8918, 13.2486, 12.7036], [17.1533, 18.7142, 9.2011], [18.4812, 18.7368, 9.9674], [18.8514, 17.4672, 10.5487], [17.2104, 18.0192, 8.3226], [16.8286, 19.6542, 8.7617], [16.3745, 18.1793, 9.8420], [18.3972, 19.4056, 10.8348], [19.2665, 19.1658, 9.3278], [19.4962, 17.6198, 11.2147], [21.1971, 14.1050, 19.9678], [21.1006, 14.5890, 21.3976], [21.6089, 13.6963, 22.4021], [20.6997, 13.1208, 19.9317], [22.2807, 13.9866, 19.7161], [20.7459, 14.8169, 19.2459], [20.0985, 14.8021, 21.6748], [21.5879, 15.5490, 21.4789], [22.5520, 13.6323, 22.2230], [17.0609, 13.0990, 19.1690], [17.2735, 14.4558, 18.4661], [16.8282, 14.3458, 17.1597], [16.0660, 12.6729, 19.0710], [17.1990, 13.1008, 20.2170], [17.7297, 12.4448, 18.6803], [18.3427, 14.7078, 18.4216], [16.7533, 15.2984, 18.9167], [17.2075, 15.1061, 16.6842], [19.4191, 13.9031, 10.0669], [18.9378, 14.5582, 10.5737], [19.8432, 14.3723, 9.3237], [22.6864, 16.2782, 10.3144], [22.8504, 15.3806, 10.6912], [22.0449, 16.7776, 10.8700], [17.3177, 11.8259, 10.2094], [18.0325, 12.4828, 10.0064], [17.3430, 11.8888, 11.1720], [13.5963, 12.2241, 11.5099], [13.3612, 11.7658, 10.7126], [14.2277, 12.9489, 11.2065], [20.6468, 15.5471, 8.1603], [21.3391, 15.9638, 8.7177], [19.9879, 16.1927, 8.2262], [15.5841, 13.9738, 14.5256], [15.5082, 13.5513, 15.4201], [14.8050, 13.5897, 14.0266], [15.1667, 13.7971, 10.2053], [15.7778, 13.0241, 10.0552], [15.7742, 14.5125, 10.5076], [18.2288, 13.2314, 13.5116], [19.0383, 13.6702, 13.8160], [17.4713, 13.4981, 14.0851], [17.4545, 15.2306, 11.5465], [17.5445, 16.1969, 11.6050], [17.5554, 14.8076, 12.4577], [15.6770, 18.9282, 14.0744], [15.1224, 18.0882, 15.1716], [15.7430, 18.5090, 16.5133], [15.5086, 17.4393, 17.4775], [15.5346, 17.9979, 18.7534], [13.5711, 18.1524, 15.3556], [15.2178, 18.5078, 13.1194], [16.7726, 18.8189, 14.0618], [15.4860, 19.9843, 14.1857], [15.3959, 17.0510, 15.1066], [15.3282, 19.4576, 16.8361], [16.8511, 18.6673, 16.4688], [16.4616, 18.3256, 19.1763], [15.0571, 17.2732, 19.4665], [14.8458, 18.8268, 18.8039], [13.2310, 17.2541, 15.6925], [13.0131, 18.2119, 14.5142], [23.5072, 8.8702, 15.4082], [22.1503, 8.6340, 16.0691], [21.0520, 9.4239, 15.3231], [20.5444, 8.6422, 14.2824], [19.5909, 9.3342, 13.5129], [21.7860, 7.1863, 16.2264], [23.6813, 9.9391, 15.5026], [23.3499, 8.6753, 14.3399], [24.2721, 8.3263, 15.9574], [22.1962, 9.0382, 17.0694], [21.5739, 10.3388, 14.9580], [20.1662, 9.6906, 15.9821], [20.1125, 10.0317, 12.7967], [18.8974, 9.8191, 14.1797], [19.0233, 8.5637, 12.9989], [21.4497, 7.0745, 17.1930], [20.9859, 7.0007, 15.6818], [21.6618, 12.9145, 15.0596], [22.5215, 12.8169, 13.7750], [22.1233, 13.9481, 12.6871], [22.9914, 13.8763, 11.5527], [22.4991, 12.9367, 10.5934], [23.9352, 12.8635, 14.0561], [22.0395, 12.2081, 15.8095], [20.6544, 12.6021, 14.8686], [21.7535, 13.9637, 15.4571], [22.3098, 11.8853, 13.2599], [22.1965, 14.9581, 13.1211], [21.1759, 13.8297, 12.2222], [23.1060, 13.0237, 9.6279], [21.4788, 13.1418, 10.3512], [22.5246, 11.9156, 10.8938], [24.4474, 12.8600, 13.1332], [24.2110, 13.7938, 14.4901], [12.4414, 14.9563, 18.5949], [12.4866, 14.2884, 17.1872], [11.1191, 14.1263, 16.4592], [10.4031, 13.0754, 17.1970], [9.0878, 12.9068, 16.7013], [13.2373, 15.2305, 16.3579], [11.8336, 15.8343, 18.4810], [13.4283, 15.2092, 18.8380], [12.0064, 14.3797, 19.3721], [12.9035, 13.2800, 17.2582], [11.2116, 13.8185, 15.4347], [10.4838, 14.9946, 16.4689], [8.6262, 13.8443, 16.5395], [8.6065, 12.3825, 17.5456], [9.0747, 12.2583, 15.8440], [13.6725, 14.7914, 15.5648], [13.9462, 15.6497, 16.9521], [24.1911, 17.6307, 20.1183], [24.7106, 17.2950, 18.7365], [23.5735, 16.8495, 17.8250], [24.2537, 16.5714, 16.5899], [23.5732, 16.8789, 15.4312], [25.4372, 18.4335, 18.1502], [24.9903, 18.0449, 20.6679], [24.0280, 16.6852, 20.6869], [23.3292, 18.2437, 20.1490], [25.4209, 16.4885, 18.7225], [22.9370, 17.7391, 17.6669], [23.0200, 16.0198, 18.2212], [23.2290, 17.8640, 15.4573], [22.7019, 16.2813, 15.2955], [24.2893, 16.7180, 14.6234], [25.6442, 18.2823, 17.1556], [24.9271, 19.2608, 18.3112], [21.8646, 21.0124, 16.4496], [20.6428, 20.1733, 16.3277], [20.0407, 19.7815, 17.6479], [20.9509, 19.2131, 18.5436], [20.2515, 18.2110, 19.3509], [19.7080, 20.9868, 15.4909], [22.7786, 20.5617, 16.9249], [21.6694, 21.8767, 17.1123], [22.2589, 21.3270, 15.5096], [20.8903, 19.2960, 15.6812], [19.1295, 19.1953, 17.5405], [19.6978, 20.7653, 18.0743], [19.8093, 17.4419, 18.7004], [19.5343, 18.7054, 19.9749], [20.9923, 17.7450, 19.9536], [18.7855, 20.5838, 15.3386], [19.7025, 21.9417, 15.8509]],
  "spin_multiplicity": 1,
  "e_homo_ev": -6.90,
  "total_energy_ha": -3957.98951,
  "total_charge": -1
}